Density functional theory data (the ωB97M-V functional and the def2-TZVPD basis) for a cluster of 8 separate species, C55H119N9O in total at a distorted geometry.

Element x y z (Å)
O: 16.30514 -19.17852 7.17213
N: 13.42241 -18.69370 10.81839
N: 15.21413 -22.15906 2.64682
N: 16.20293 -14.57100 7.01640
N: 19.15644 -19.02925 2.34865
N: 20.38063 -13.65907 11.51623
N: 12.72005 -20.17368 9.41914
N: 14.36634 -20.70843 4.08835
N: 18.30921 -19.31346 15.87840
N: 23.92010 -19.67851 6.21803
C: 20.15614 -13.61184 13.02814
C: 16.90584 -18.63826 3.46626
C: 18.70694 -11.55408 7.58858
C: 16.45693 -19.27231 17.70399
C: 18.12329 -19.81731 14.39758
C: 14.27817 -21.21225 2.83554
C: 14.88434 -13.85247 6.62055
C: 17.92716 -19.74315 3.05471
C: 11.83008 -20.21867 10.48021
C: 12.23281 -19.13920 11.27988
C: 17.42571 -20.77702 8.74740
C: 15.37696 -21.30214 4.76706
C: 16.01569 -22.14124 3.79829
C: 24.59309 -19.27383 10.06380
C: 20.58374 -19.23457 0.22184
C: 18.10384 -19.49749 11.89847
C: 19.79708 -14.96091 10.88434
C: 23.71898 -21.94187 5.22405
C: 19.48942 -19.83628 1.02972
C: 14.92501 -15.98367 5.41613
C: 15.94243 -15.05899 8.43671
C: 16.34781 -15.73284 6.04809
C: 15.47893 -24.24160 1.39587
C: 20.56316 -17.40839 10.13356
C: 17.42601 -13.64783 6.98234
C: 24.81065 -18.69657 5.50562
C: 19.70631 -11.31717 12.13677
C: 22.39562 -21.37226 5.43819
C: 14.01858 -14.81527 5.77721
C: 22.55912 -19.83529 5.55561
C: 20.85434 -20.11511 -1.03129
C: 17.69899 -17.34214 3.28325
C: 17.41857 -19.37148 7.94106
C: 17.41722 -20.18227 16.90908
C: 15.57136 -22.67663 1.39002
C: 17.65258 -17.92317 16.07563
C: 19.76940 -19.26735 16.28495
C: 12.50619 -20.92354 8.18838
C: 23.68001 -19.33129 7.71552
C: 20.25454 -12.07203 13.40577
C: 17.18653 -17.91862 17.49335
C: 13.12724 -22.31914 8.34813
C: 17.38106 -12.28706 7.73111
C: 14.35472 -17.80401 11.50470
C: 19.64371 -12.41377 10.99179
C: 13.61638 -19.15338 9.59698
C: 18.39286 -18.83921 13.26272
C: 24.94716 -19.03979 8.57484
C: 18.65945 -17.57323 2.05166
C: 24.61333 -21.07042 6.06987
C: 20.34664 -18.94297 3.28105
C: 18.80964 -19.12366 7.22687
C: 20.44152 -16.35222 11.32391
C: 21.91677 -13.64746 11.37071
C: 13.43600 -19.69707 4.64233
H: 18.81691 -20.65800 14.41245
H: 18.05438 -20.79759 17.54429
H: 14.18338 -22.15831 8.56448
H: 18.65271 -19.77351 0.33397
H: 19.16091 -13.99848 13.24754
H: 13.21522 -18.86977 3.96785
H: 14.38106 -18.93382 8.86660
H: 24.11814 -21.82040 4.21706
H: 14.55088 -24.64930 1.79663
H: 16.47503 -19.31327 18.79307
H: 19.71315 -18.94833 17.32570
H: 21.42321 -17.17267 9.50678
H: 21.72424 -21.50691 4.59012
H: 11.45264 -20.99844 7.91907
H: 25.34482 -18.03932 8.40446
H: 16.13508 -24.74667 2.10473
H: 25.60213 -20.85002 5.66761
H: 19.80377 -16.74558 12.11552
H: 24.27259 -17.76050 5.35611
H: 16.09422 -18.75925 2.74881
H: 21.14429 -18.41359 2.75989
H: 19.62434 -11.93215 14.28405
H: 13.75285 -20.68737 2.05137
H: 20.93673 -14.11425 13.59943
H: 18.69492 -20.30877 11.47355
H: 25.11028 -18.98171 4.49715
H: 23.78079 -23.00230 5.46852
H: 18.14052 -18.67491 11.18425
H: 20.24379 -10.38504 11.96257
H: 13.10809 -23.03920 7.53005
H: 11.02326 -20.93514 10.52633
H: 18.20258 -14.34794 7.29037
H: 19.99797 -20.15858 -1.70421
H: 15.44836 -19.35201 17.29838
H: 15.26045 -15.90112 8.31911
H: 18.71936 -14.98597 11.04555
H: 15.75687 -24.81254 0.50994
H: 13.04974 -20.40123 7.40109
H: 16.89486 -22.75612 3.67424
H: 21.14879 -21.11290 -0.70599
H: 19.62201 -17.57611 9.60991
H: 19.07102 -19.88862 6.49569
H: 17.05803 -20.04328 14.35025
H: 18.06510 -17.60827 1.13864
H: 17.06539 -12.45139 8.76138
H: 22.21205 -14.01163 10.38669
H: 21.73668 -19.77068 -1.57069
H: 18.43738 -20.80818 9.15196
H: 20.24056 -18.53993 15.62392
H: 14.46235 -16.89196 5.80221
H: 12.40523 -20.02159 4.78480
H: 17.83351 -17.90614 13.33070
H: 16.56953 -18.77697 4.49376
H: 18.66446 -11.00016 12.18315
H: 17.02517 -16.54186 2.97726
H: 14.86403 -16.11775 4.33613
H: 18.21781 -20.37417 3.89461
H: 16.48430 -11.76443 7.39826
H: 19.49522 -16.87646 1.98759
H: 22.92769 -20.03392 8.07388
H: 18.74207 -11.35120 6.51820
H: 12.80489 -22.76073 9.29110
H: 11.91314 -18.67095 12.19909
H: 17.04243 -19.73695 11.83380
H: 14.54644 -16.98322 10.81358
H: 18.81079 -18.13107 6.77648
H: 24.65346 -21.43450 7.09648
H: 17.09122 -15.59707 5.26259
H: 13.74589 -14.30822 4.85166
H: 20.32868 -20.20005 16.21151
H: 19.71563 -20.87357 1.27660
H: 16.91954 -15.37318 8.80366
H: 16.83582 -17.91775 15.35384
H: 21.34024 -16.17802 11.91557
H: 21.74068 -19.30969 6.04755
H: 15.11801 -13.13030 5.83827
H: 24.69248 -20.28878 10.44865
H: 21.27066 -11.82858 13.71614
H: 19.55742 -12.21012 7.77405
H: 16.58369 -20.71003 9.43632
H: 18.41436 -17.17956 15.84147
H: 19.34661 -18.31479 13.32136
H: 13.96678 -17.43312 12.45341
H: 17.28595 -21.69187 8.17153
H: 20.31176 -18.23197 -0.10822
H: 14.33433 -13.33438 7.40616
H: 17.48377 -18.53466 8.63647
H: 19.68396 -19.02761 7.87063
H: 17.48261 -20.32103 2.24445
H: 15.64823 -21.10583 5.79384
H: 13.12607 -15.16321 6.29726
H: 16.64282 -22.47704 1.37464
H: 15.14936 -22.08550 0.57725
H: 16.74762 -20.76641 16.27778
H: 18.23906 -16.96970 4.15371
H: 13.79871 -19.23246 5.55922
H: 20.23985 -12.01816 10.16948
H: 22.45290 -14.18581 12.15228
H: 16.75571 -16.56383 6.62357
H: 15.24379 -18.42540 11.61202
H: 20.10025 -18.51523 4.25286
H: 23.64576 -18.92077 10.47125
H: 22.79376 -19.46043 4.55936
H: 19.88767 -14.84489 9.80432
H: 22.27660 -12.63943 11.57685
H: 16.56574 -17.08234 17.81485
H: 18.68316 -10.63555 8.17495
H: 15.57510 -14.36479 9.19251
H: 17.65828 -13.49319 5.92866
H: 20.55457 -20.00503 3.41096
H: 21.91732 -21.82647 6.30596
H: 25.75101 -18.51271 6.02526
H: 23.18734 -18.35931 7.74083
H: 18.14909 -17.78999 17.98837
H: 25.31487 -18.72636 10.66994
H: 20.91085 -18.37471 10.49886
H: 25.74657 -19.71878 8.27818
H: 18.75304 -12.81562 10.50874
H: 21.52784 -19.20659 0.76589

Forces on the atoms, in the same order (eV/Å):
O 0.126 -0.155 -0.454
N -0.446 1.401 -0.917
N -1.076 3.728 3.143
N -1.854 2.008 0.760
N -1.001 0.307 -0.240
N 0.714 -1.735 1.136
N -0.488 1.468 0.138
N -1.390 0.282 -0.384
N -1.207 -0.010 0.283
N 0.376 -0.225 0.689
C -0.051 1.856 0.432
C 1.561 -0.557 -0.202
C -1.013 -0.313 -0.956
C 2.330 1.430 -0.028
C 0.206 0.822 1.817
C 0.398 0.277 0.344
C -0.141 0.324 -2.176
C 0.106 0.956 -0.753
C 1.153 2.364 0.413
C -0.606 -2.131 1.113
C 0.350 2.132 -1.067
C 2.251 -2.214 -2.287
C -1.922 0.129 0.572
C 0.996 0.414 0.800
C 1.251 -0.107 -0.816
C -0.574 1.442 -0.245
C 0.843 -0.375 -0.061
C 2.106 -0.019 -0.835
C -0.012 0.872 0.375
C 0.115 -0.693 0.595
C 1.044 -0.950 -0.549
C -0.799 -0.748 -0.322
C -0.371 -0.612 0.473
C 0.863 0.776 1.554
C 0.007 -0.336 -0.346
C -0.291 1.061 -0.069
C -1.052 -1.385 0.217
C -2.530 1.226 -0.182
C 0.268 0.015 0.612
C 1.465 -1.197 -0.634
C 0.238 0.068 0.568
C -0.045 0.779 -1.751
C 0.019 -1.029 -0.593
C -0.562 -0.524 -0.457
C 2.147 -2.476 -1.163
C 0.178 -0.561 -1.077
C -0.927 0.453 0.049
C 0.770 -1.239 -0.965
C 0.832 1.550 -0.693
C -1.146 -1.185 -0.754
C -0.435 0.588 -0.323
C 0.981 0.321 1.045
C -1.134 -1.775 0.554
C 0.059 -0.145 -0.793
C 2.649 0.538 -0.354
C -0.589 -2.878 -0.568
C 0.712 0.300 0.143
C -0.960 -1.634 0.136
C -0.960 -1.436 1.695
C 0.091 0.504 1.556
C -0.738 -1.188 -0.953
C -0.239 -0.176 -0.195
C -0.836 0.460 -0.296
C -0.236 0.803 -0.187
C -0.722 0.705 -0.189
H -0.545 -0.335 -0.622
H 0.154 0.060 -0.395
H 0.314 0.078 -0.219
H -0.722 -0.210 0.728
H 0.063 -0.040 -0.091
H 0.834 -0.035 -0.552
H 0.475 0.053 0.023
H -0.534 -0.212 -0.366
H -0.605 0.498 -0.622
H -0.232 -1.153 -0.110
H 0.667 0.109 -0.150
H -0.432 0.604 -0.548
H -0.107 -0.450 0.045
H -0.011 0.373 0.305
H -0.389 0.047 -0.041
H 0.720 0.861 0.432
H -0.076 -0.482 0.216
H -0.356 -0.155 -0.281
H -0.010 0.112 0.412
H -0.216 0.612 0.217
H -0.038 -0.108 0.238
H 0.025 0.218 -0.074
H -0.497 -0.554 -0.002
H -0.263 -0.519 -0.428
H 0.130 -0.016 0.707
H -0.383 -0.768 0.073
H 0.141 0.146 0.119
H 0.358 0.005 -0.347
H 0.371 -0.476 -0.644
H -0.639 0.333 -0.043
H -0.037 0.261 0.050
H 0.374 0.325 0.513
H 0.092 -0.056 0.007
H 0.106 0.450 0.174
H 0.104 -0.037 0.279
H 0.040 0.283 0.480
H -0.394 0.794 -0.556
H -0.195 0.133 0.019
H 0.020 -0.056 1.027
H -0.329 -0.214 -0.039
H 0.171 0.293 -0.141
H -0.163 -0.094 -0.366
H 0.227 -0.674 -0.040
H 0.232 0.054 -0.050
H 0.504 -0.277 0.474
H -0.123 0.264 0.055
H -0.264 0.348 -0.073
H -0.262 -0.382 0.847
H 0.106 0.105 0.317
H 0.455 -0.150 0.281
H 0.284 -0.974 0.309
H -1.127 -0.365 0.136
H -0.088 -0.013 0.056
H -0.021 0.065 0.875
H -0.025 0.187 0.131
H 0.873 0.055 -0.020
H 0.479 0.110 -0.263
H 0.422 0.550 -0.644
H -0.067 -0.249 -0.119
H 0.589 -0.436 0.192
H 0.460 0.656 0.049
H -0.539 -0.361 -0.281
H -0.519 -0.651 0.056
H 0.004 -0.612 0.254
H 0.205 0.159 0.325
H -0.426 0.089 -0.568
H 0.417 -0.143 -0.099
H -0.082 1.012 0.239
H -0.368 0.106 0.352
H -0.607 -0.247 -0.051
H -0.194 0.065 0.376
H -0.083 -0.530 0.029
H -0.030 0.260 -0.023
H 0.513 -0.078 -0.710
H 0.356 0.109 0.097
H 0.683 0.471 0.587
H -0.015 -0.256 -0.638
H -0.055 0.229 -0.404
H 0.028 0.155 0.447
H 0.390 -0.174 0.480
H -0.212 0.107 -0.104
H 0.853 -1.020 -0.075
H -0.059 -0.223 -0.195
H -0.031 0.303 -0.533
H 0.102 0.128 0.106
H 0.592 -0.314 0.343
H -0.109 0.172 1.432
H -0.062 -0.468 0.672
H 0.233 -0.302 0.280
H -0.018 0.423 0.068
H 0.022 0.193 -0.076
H 0.225 0.077 -0.625
H -0.492 -0.542 0.070
H 0.701 -0.532 -0.031
H 0.080 -0.480 0.088
H 0.452 -0.512 -0.059
H 0.095 -0.297 -0.222
H -0.655 -0.617 -0.104
H -0.482 -0.388 0.073
H 0.189 0.484 0.423
H -0.269 0.174 -0.282
H -0.397 0.229 -0.730
H -0.710 0.177 -0.128
H 0.408 0.174 -0.068
H -0.291 0.241 -0.603
H 0.096 0.171 -0.422
H 0.377 -0.097 -0.178
H -0.245 0.571 -0.842
H -0.342 0.252 -0.127
H 0.695 0.160 0.283
H -0.095 0.234 0.147
H -0.303 -0.136 0.368
H -0.448 0.022 -0.545
H -0.385 -0.528 1.147
H 0.185 0.059 -0.046
H -0.453 -0.115 0.550
H 0.104 -0.123 0.232
H -0.556 0.596 0.817
H 0.034 0.242 0.107

HOMO energy, Eh: -0.680
Total charge: +6
2S+1: 1
Gap between HOMO and LUMO, Eh: 0.2716